The molecule C3H5NO2. Source: the Open Molecules 2025 dataset; level of theory: wB97M-V/def2-TZVPD.

The geometry in XYZ format:
```
11
Properties=species:S:1:pos:R:3
H 2.401 0.906 0.640
N 1.521 0.403 0.594
C 1.288 -0.003 -0.581
O 0.184 -0.704 -0.903
C -0.787 -0.791 0.137
C -1.484 0.555 0.245
O -1.733 1.121 1.276
H 1.890 0.150 -1.478
H -0.336 -1.056 1.092
H -1.488 -1.566 -0.186
H -1.743 0.993 -0.742
```

Summary:
Gap between HOMO and LUMO = 0.3961 hartree
SMILES string = [H]/N=C/OCC=O
Net charge = 0
Calculated total energy = -8776.0090 eV

Mulliken population analysis, charges in e, atoms 1 to 2: 0.23 -0.59

---

A cluster of 8 separate species, C33H77Cl6O16P in total. Source: the Open Molecules 2025 dataset; level of theory: wB97M-V/def2-TZVPD.

The geometry in XYZ format:
```
133
Properties=species:S:1:pos:R:3
C 0.104 0.861 4.805
O 0.870 0.404 3.686
P 2.396 0.884 3.573
O 3.073 0.263 2.421
O 2.302 2.511 3.434
C 2.119 3.161 2.170
O 3.022 0.649 5.014
C 3.026 -0.627 5.604
H -0.914 1.057 4.468
H 0.448 1.779 5.281
H 0.108 0.036 5.517
H 2.091 2.401 1.389
H 2.929 3.831 1.880
H 1.158 3.668 2.087
H 2.504 -0.615 6.561
H 4.037 -0.932 5.872
H 2.624 -1.423 4.977
C 3.913 10.694 -1.251
O 4.754 10.318 -0.237
C 5.683 9.280 -0.461
C 4.986 7.893 -0.272
O 3.946 7.680 -1.268
C 3.690 6.348 -1.589
C 3.191 5.441 -0.443
O 2.023 5.982 0.192
C 0.823 5.825 -0.427
H 3.141 11.202 -0.672
H 3.538 9.868 -1.855
H 4.446 11.345 -1.945
H 6.447 9.341 0.315
H 6.265 9.330 -1.381
H 4.494 7.864 0.700
H 5.686 7.058 -0.260
H 4.636 5.919 -1.918
H 3.085 6.241 -2.490
H 4.013 5.329 0.264
H 2.951 4.447 -0.820
H 0.047 6.254 0.206
H 0.562 4.803 -0.705
H 0.803 6.442 -1.326
C -4.061 -1.344 0.175
O -4.857 -0.496 -0.732
C -6.244 -0.481 -0.326
C -7.033 0.405 -1.228
O -7.184 -0.232 -2.492
C -7.548 0.711 -3.508
C -7.658 -0.026 -4.862
O -8.752 -0.998 -4.953
C -10.039 -0.538 -5.214
H -4.050 -0.960 1.195
H -3.021 -1.364 -0.150
H -4.341 -2.391 0.292
H -6.356 -0.153 0.707
H -6.585 -1.515 -0.276
H -6.611 1.409 -1.190
H -8.038 0.574 -0.841
H -6.835 1.529 -3.606
H -8.511 1.186 -3.321
H -6.747 -0.623 -4.916
H -7.746 0.636 -5.724
H -10.621 -1.457 -5.289
H -10.146 0.054 -6.123
H -10.249 0.159 -4.403
C -0.192 -8.134 5.904
O -0.400 -7.049 5.052
C 0.794 -6.575 4.454
C 0.326 -5.388 3.518
O 1.397 -4.600 3.113
C 1.038 -3.388 2.421
C 2.394 -2.743 1.921
O 3.046 -3.480 0.908
C 4.322 -2.876 0.672
H 0.467 -7.679 6.643
H 0.310 -9.028 5.533
H -1.103 -8.416 6.433
H 1.310 -7.326 3.856
H 1.506 -6.273 5.222
H -0.336 -4.752 4.105
H -0.103 -5.767 2.591
H 0.586 -2.740 3.173
H 0.370 -3.482 1.565
H 3.145 -2.737 2.711
H 2.163 -1.744 1.551
H 4.840 -3.420 -0.118
H 4.883 -2.844 1.606
H 4.100 -1.864 0.333
C 2.604 -3.212 -2.373
O 2.084 -3.129 -3.677
C 1.020 -4.090 -4.009
C -0.337 -3.806 -3.363
O -0.391 -4.675 -2.216
C -1.634 -4.565 -1.539
C -1.816 -5.743 -0.474
O -1.667 -6.992 -1.105
C -1.603 -8.070 -0.194
H 3.344 -2.458 -2.106
H 3.159 -4.134 -2.202
H 1.873 -3.165 -1.565
H 1.342 -5.097 -3.746
H 0.841 -4.134 -5.083
H -1.154 -3.966 -4.067
H -0.345 -2.825 -2.888
H -2.500 -4.583 -2.200
H -1.717 -3.618 -1.005
H -2.825 -5.714 -0.063
H -1.206 -5.570 0.412
H -0.713 -8.096 0.435
H -1.656 -9.073 -0.618
H -2.473 -8.037 0.461
Cl -4.245 5.055 -1.821
C -3.898 3.337 -1.624
C -3.615 3.079 -0.139
Cl -2.002 3.689 0.302
H -3.125 3.023 -2.325
H -4.797 2.830 -1.974
H -3.561 2.019 0.109
H -4.277 3.601 0.553
Cl 1.648 1.988 -1.684
C 1.163 0.558 -0.747
C -0.200 0.687 -0.105
Cl -0.512 -0.675 1.016
H 1.932 0.402 0.010
H 1.108 -0.295 -1.423
H -1.059 0.814 -0.765
H -0.135 1.570 0.531
Cl 5.123 1.008 -3.836
C 5.122 0.587 -2.147
C 6.052 1.363 -1.207
Cl 5.613 3.128 -1.141
H 5.617 -0.384 -2.161
H 4.065 0.447 -1.921
H 7.059 1.313 -1.621
H 6.037 1.014 -0.174
```

Summary:
Gap between HOMO and LUMO = 0.3452 hartree
SMILES string = COP(=O)(OC)OC.COCCOCCOC.COCCOCCOC.COCCOCCOC.COCCOCCOC.ClCCCl.ClCCCl.ClCCCl
Net charge = 0
Calculated total energy = -152646.6783 eV

Mulliken population analysis, charges in e, atoms 1 to 2: -0.92 0.34